[1]
The following is a quantum chemistry calculation of 2 unconnected molecules or ions with the total composition C5H12O2, from the OMol25 dataset.

XYZ file:
```
19
C5H12O2, DFT wB97M-V/def2-TZVPD
H -1.54927 -0.98253 1.69045
H 4.35182 1.82850 1.48874
H 1.74613 -2.26510 0.06690
O 0.14491 -2.15338 1.34668
H 1.04957 -0.77555 -1.65692
H 5.43228 1.98543 0.08352
H -1.76428 -2.29818 0.51238
H -0.59344 -0.60093 -0.94876
C 0.67516 -2.02562 -0.02105
H 3.70210 2.22043 -0.12119
H 4.58574 -0.57834 0.89088
C 4.28288 0.15739 0.14259
C -1.24673 -2.01500 1.44671
C 0.49788 -0.65496 -0.68269
O 0.90230 0.43800 0.01748
H 0.20718 -2.80729 -0.65519
H -1.59355 -2.67915 2.24968
H 4.17138 -0.19543 -0.88520
C 4.44472 1.61036 0.41601
```

Calculated values
<S²> = 0.754
charge = -1
multiplicity = 2
HOMO (spin up / spin down) = -2.305 / -2.245 eV
E_LUMO (spin up / spin down) = 4.2 / 4.1 eV

***

[2]
The following is a quantum chemistry calculation of a molecular structure, C5H12O2, from the OMol25 dataset.

XYZ file:
```
19
C5H12O2, DFT wB97M-V/def2-TZVPD
H 1.33825 0.52490 0.76561
H -1.58207 -0.24790 0.95300
H -0.01623 -0.62929 -0.45519
C 0.00680 0.84148 -1.57326
H 2.06039 2.81287 -0.54119
H -0.56267 -0.99388 2.19149
H 2.37821 1.21418 -1.31126
C -1.69385 -2.41165 0.98915
C 0.75669 1.10196 0.01636
H -2.02485 -2.47862 -0.05367
H -2.55216 -2.49454 1.65673
H 0.43718 0.06170 -2.24894
O 0.58204 2.09153 -1.87129
C 1.60804 1.89777 -0.90736
H -0.98684 -3.22814 1.16746
C -0.93817 -1.12010 1.16594
H -1.08107 0.85756 -1.80973
O 0.16324 -1.20990 0.29380
H -0.00488 1.64642 0.57751
```

Calculated values
multiplicity = 1
HOMO = -9.643 eV
E_LUMO = 1.0 eV

***

[3]
The following is a quantum chemistry calculation of a single C5H12O2 molecule, from the OMol25 dataset.

XYZ file:
```
19
C5H12O2, DFT wB97M-V/def2-TZVPD
H 3.35146 -0.00225 -0.62314
C 1.70737 0.81016 -1.33167
C 0.25552 0.35379 -1.26162
O 2.55176 -0.31354 -1.06082
H 0.12633 -0.54619 -1.87786
C -1.61416 -0.31588 0.38185
H -1.80714 -1.23473 -0.18761
H 1.43812 -1.02576 0.24438
C -1.87450 -0.54536 1.86905
O 0.63300 -0.93235 0.77568
H 1.95475 1.22894 -2.31561
H -0.00341 1.03514 0.73589
H -2.27524 0.46617 -0.01579
H -2.89380 -0.88756 2.06892
H 1.86649 1.59574 -0.57825
H -1.17053 -1.29156 2.24654
C -0.15721 0.08469 0.18641
H -0.38258 1.13876 -1.68770
H -1.70622 0.38179 2.43133
```

Calculated values
SMILES = CC[C@@H](O)CCO
multiplicity = 1
HOMO = -9.830 eV
E_LUMO = 0.8 eV